No. 1
Formula: CH2NO3PS
Source: OMol25
Level of theory: the ωB97M-V functional and the def2-TZVPD basis

XYZ file:
```
9
Properties=species:S:1:pos:R:3
S -1.8325 -2.3287 -0.0962
P -2.4920 0.7351 -0.0280
O -3.3559 0.7827 1.2014
O -3.1772 0.9213 -1.3543
O -1.2798 1.8395 0.1194
N 0.5685 -0.2573 0.0769
C -1.4723 -0.7531 -0.0449
H 0.9073 -1.2237 0.0342
H -0.5063 1.2400 0.1182
```

The lowest unoccupied orbital energy comes out at 5.750 eV. Its charge is -2. The total energy is -1059.27425 a.u. For the highest occupied orbital energy, the calculation gives 0.47 eV. The calculation puts the energy relative to the best compared isomer or geometry (same formula, charge and spin) at 125.75 kcal/mol.

Results of the Mulliken charge analysis, in e, for atoms 1 through 8: -0.418, 0.919, -0.760, -0.762, -0.614, -0.789, -0.123, 0.048

=====

No. 2
Formula: C4H2ClF2O2
Source: OMol25
Level of theory: the ωB97M-V functional and the def2-TZVPD basis

XYZ file:
```
11
Properties=species:S:1:pos:R:3
Cl 3.0359 -2.2315 -0.0982
F 2.7962 0.3079 -0.8828
F 3.6965 0.0215 1.0659
O -3.4310 -2.2800 -0.5625
O -2.3977 -1.1266 1.2632
C -0.4817 0.0288 -0.0840
C -2.5974 -1.5717 -0.0067
C 2.6520 -0.4489 0.2785
C -1.5253 -0.7404 0.2236
H -0.0701 0.5724 0.7312
H -0.0109 0.0145 -1.1420
```

The lowest unoccupied orbital energy (alpha / beta) comes out at 3.135 / 0.811 eV. Its charge is -1. The total energy is -963.84235 a.u. For the highest occupied orbital energy (alpha / beta), the calculation gives -0.34 / -4.23 eV. As for the spin multiplicity: 3.

Results of the Mulliken charge analysis, in e, for atoms 1 through 8: -0.159, -0.168, -0.185, -0.723, -0.493, -1.372, 0.528, 0.352

=====

No. 3
Formula: C44H87INO11
Source: OMol25
Level of theory: the ωB97M-V functional and the def2-TZVPD basis

XYZ file:
```
144
Properties=species:S:1:pos:R:3
I 1.7412 0.2354 4.1884
O -6.7641 9.4127 4.9622
O 7.2363 -4.6651 -4.4207
O 4.1198 -3.6134 -8.0729
O -0.1326 7.3692 1.2704
O -2.0263 1.7460 1.7431
O 1.3895 -3.2236 -2.4984
O -2.2341 -2.4530 6.1007
O -1.1316 1.1564 4.5839
O 3.7007 -6.9422 -1.2313
O -0.4806 5.5645 6.2232
O -4.3809 1.4188 2.4036
N -1.6725 -1.1270 2.0089
C -1.5862 -2.6442 7.1285
C -1.0342 1.1700 0.8233
C 8.3406 -4.1345 -4.3128
C 9.3249 -4.5844 -3.2664
C -0.4825 0.0753 4.0682
C -1.5375 -1.8435 -6.4830
C -1.7825 -1.5051 -3.8481
C -5.6597 9.9432 5.0701
C 1.3642 -5.5401 -3.0766
C 1.6199 -0.6748 -7.2619
C -5.5735 3.2724 3.5966
C -0.9776 -3.9874 7.4304
C 3.5404 -4.1782 -2.9027
C -1.3714 -1.5436 8.1329
C -5.2404 11.0673 4.1610
C -4.3424 5.3491 4.8224
C -4.6755 9.4933 6.1166
C 2.9544 -3.0977 -7.2902
C -3.1074 -0.6494 1.7717
C -1.2825 -1.2196 3.4660
C -3.4256 -1.2087 -0.9212
C 8.7600 -3.0104 -5.2219
C 4.9572 -8.4766 0.0984
C 4.5634 -6.0329 0.8009
C 0.4136 4.9159 5.6824
C -4.1282 2.7728 2.9190
C -1.0177 -2.3880 -5.0100
C 2.3445 -1.8444 -8.1559
C 1.7872 5.4972 5.4790
C 4.3486 -7.1334 -0.2035
C 0.8954 5.9031 -0.3092
C 2.0394 -4.2236 -2.7988
C -3.1686 -2.5416 -1.8524
C -3.2842 -2.0989 -3.4526
C -0.7382 5.0706 1.4961
C -0.9445 -0.3090 -6.7317
C 0.1765 3.5104 5.1985
C -0.6473 -0.3915 1.1339
C 0.1622 -0.2735 -7.9451
C -3.2519 0.9628 1.5259
C -5.6233 4.8878 3.8879
C -0.0035 6.2182 0.8564
C -3.8799 -1.5728 0.6104
C 5.3925 -3.1510 -7.4734
H 2.5278 4.8957 6.0121
H -2.7156 -1.8344 -6.4275
H -2.5162 -0.4452 -0.9914
H 0.8453 2.8204 5.7191
H 4.1315 -6.3188 1.7634
H -3.8763 3.5704 2.1006
H -4.3445 -0.6253 -1.4118
H 4.7208 -9.1728 -0.7133
H 0.3101 5.4659 -1.1221
H 0.2436 0.8151 -8.4035
H -4.0058 -3.3162 -1.5711
H 3.2384 -2.7944 -6.1948
H 10.2376 -4.9466 -3.7462
H 9.5529 -3.7565 -2.5904
H -3.6278 -2.6921 0.8426
H -1.1997 -2.5755 -7.3613
H -5.1134 8.6757 6.6990
H 6.1827 -2.8503 -8.3122
H -1.3487 5.4468 2.3239
H 1.5848 -2.3085 -8.9332
H 4.5429 -8.8714 1.0296
H -1.8670 -0.6316 7.7835
H -1.3919 -4.3822 8.3615
H -0.3837 0.0023 -5.7383
H -0.6902 -0.9573 0.0833
H 5.6322 -5.8311 0.9082
H 1.5353 -0.9682 -6.1222
H 1.6839 5.2146 0.0051
H -1.2140 -4.6836 6.6186
H 1.8121 6.5173 5.8769
H 1.5773 -5.8582 -4.1003
H -3.6176 1.2276 0.4207
H 3.8504 -4.4356 -3.9187
H 2.1736 -3.9959 -7.2656
H 3.8893 -3.1652 -2.6758
H 2.0217 5.5320 4.4121
H -5.8928 2.6023 4.5117
H -3.2966 5.0565 4.3859
H -1.9487 -0.3782 -4.1293
H -0.0165 1.7882 0.8993
H 6.0435 -8.3838 0.1744
H -1.0437 -1.4957 -2.9111
H -6.0501 11.2855 3.4566
H -4.5303 4.9544 5.9248
H -2.0871 -2.9446 -1.6004
H -4.4013 6.5371 4.8811
H -1.3963 4.5963 0.7636
H 8.8869 -5.4020 -2.6840
H 0.1529 -2.2378 -4.9990
H -1.8647 0.3989 -6.8819
H 1.7107 -6.2930 -2.3642
H -5.0629 -1.4499 0.7121
H -1.6598 -2.1270 1.6420
H -5.5194 5.4202 2.8248
H -0.3026 -1.3419 8.2402
H 0.3392 3.4566 4.1191
H -0.0225 4.3450 1.8909
H -3.6084 -2.9780 -4.1560
H 0.1087 -3.8946 7.5064
H 7.9502 -2.7922 -5.9264
H -1.2103 -3.5601 -4.8930
H 3.9838 -4.8705 -2.1826
H 5.2395 -2.1894 -6.8183
H -2.1585 -1.4635 4.2042
H -6.3868 3.0652 2.7489
H 8.9629 -2.1123 -4.6331
H 0.2811 -5.4233 -2.9642
H -0.2045 -1.0753 -8.7473
H -3.3407 2.6946 3.7878
H 5.8567 -3.9823 -6.7540
H 4.0678 -5.1209 0.4515
H 9.6475 -3.3025 -5.7888
H 2.2756 0.3068 -7.2990
H -3.7628 9.1311 5.6368
H -4.4474 10.3213 6.7925
H 3.2462 -1.3497 -8.7243
H -5.0375 11.9654 4.7498
H -1.3655 1.2788 -0.3159
H -3.7029 -0.8944 2.7771
H -4.3528 10.7752 3.5941
H -4.0596 -1.2004 -3.5582
H 1.3599 6.8272 -0.6693
H -0.8586 3.2230 5.4117
H -1.8033 -1.8295 9.0953
H -0.5289 -2.1423 3.5468
H -6.6241 5.2603 4.3791
H 0.4695 -0.5511 1.5107
```

The lowest unoccupied orbital energy comes out at -3.843 eV. Its charge is +1. The total energy is -2908.07733 a.u. For the highest occupied orbital energy, the calculation gives -10.59 eV.

Results of the Mulliken charge analysis, in e, for atoms 1 through 8: 0.087, -0.570, -0.516, -0.393, -0.565, 0.043, -0.596, -0.582

=====

no.,strongest force on any atom (eV Å⁻¹)
1,4.74
2,4.96
3,9.97